{
  "formula": "C44H46CrN11O6PS3",
  "method": "ωB97M-V with the def2-TZVPD basis set",
  "gap_ev": [4.4, 7.5],
  "s_squared": 6.0360,
  "spin_multiplicity": 5,
  "e_lumo_ha": [-0.011, -0.016],
  "species": ["Cr", "C", "N", "C", "C", "N", "C", "P", "C", "N", "C", "C", "N", "C", "C", "N", "C", "C", "N", "C", "H", "H", "H", "H", "H", "H", "H", "H", "H", "H", "H", "H", "H", "H", "H", "C", "C", "C", "C", "C", "C", "C", "S", "O", "O", "N", "C", "C", "C", "C", "C", "N", "H", "H", "H", "H", "H", "H", "H", "H", "H", "H", "H", "C", "C", "C", "C", "C", "C", "C", "S", "O", "O", "N", "C", "C", "C", "O", "O", "H", "H", "H", "H", "H", "H", "H", "H", "H", "H", "H", "H", "S", "C", "C", "C", "N", "C", "C", "C", "C", "C", "N", "C", "C", "H", "H", "H", "H", "H", "H", "H", "H"],
  "positions_angstrom": [[-0.282580, -0.219530, -0.438867], [1.553475, 4.973673, 0.142467], [1.282702, 3.709921, -0.520616], [1.871734, 3.270420, -1.670524], [1.453211, 1.985889, -1.855230], [0.633229, 1.638077, -0.826632], [0.543993, 2.689332, -0.033497], [-0.529691, 2.770627, 1.421535], [0.024488, 1.216800, 2.193047], [0.082492, 0.047334, 1.576534], [0.633342, -0.843488, 2.450050], [0.920681, -0.194734, 3.611037], [0.551546, 1.112226, 3.431157], [0.712800, 2.179822, 4.404653], [-2.000348, 2.058767, 0.596245], [-1.958746, 0.994914, -0.189907], [-3.171085, 0.875135, -0.795339], [-3.963731, 1.904621, -0.379292], [-3.213774, 2.650849, 0.491925], [-3.665555, 3.835026, 1.205440], [2.283608, 5.518682, -0.448420], [1.977362, 4.782955, 1.126382], [0.646302, 5.569999, 0.228426], [2.565616, 3.876516, -2.224751], [1.738807, 1.284490, -2.618816], [0.782980, -1.875879, 2.185519], [1.355955, -0.541508, 4.531628], [0.795176, 1.738827, 5.394271], [-0.152418, 2.837741, 4.382521], [1.613093, 2.754185, 4.188271], [-3.399752, 0.045048, -1.443592], [-4.982186, 2.160932, -0.612534], [-4.723243, 3.975957, 1.002964], [-3.120014, 4.716677, 0.873159], [-3.525862, 3.707695, 2.276714], [7.814663, -1.718378, 4.325633], [6.823394, -0.991723, 3.457913], [7.250584, -0.264786, 2.350622], [6.347610, 0.417505, 1.549191], [4.996909, 0.381306, 1.858652], [4.550924, -0.337931, 2.956185], [5.461523, -1.019690, 3.747115], [3.825614, 1.244143, 0.832605], [4.551159, 1.623124, -0.361353], [3.290776, 2.320424, 1.650448], [2.620553, 0.265889, 0.567934], [2.670529, -0.855258, -0.174278], [3.845856, -1.547108, -0.550780], [3.757395, -2.818997, -1.050691], [2.507112, -3.423391, -1.203355], [1.396104, -2.669780, -0.934852], [1.449772, -1.399820, -0.482538], [8.571499, -2.219582, 3.722035], [7.322698, -2.465068, 4.947741], [8.332955, -1.021105, 4.987257], [8.306492, -0.237177, 2.107081], [6.673301, 0.972252, 0.679459], [3.491427, -0.371007, 3.172234], [5.110472, -1.590683, 4.599272], [4.801262, -1.065936, -0.405830], [4.660639, -3.356971, -1.311549], [2.397491, -4.432906, -1.569361], [0.409287, -3.069178, -1.100300], [-6.443610, -3.208714, -2.509384], [-5.581445, -2.210760, -3.226995], [-4.636439, -2.614741, -4.162440], [-3.860687, -1.688117, -4.844599], [-4.039324, -0.341130, -4.582764], [-4.981563, 0.090682, -3.655337], [-5.737397, -0.846430, -2.976831], [-3.110485, 0.859142, -5.479028], [-2.397537, 0.212136, -6.548124], [-4.001780, 1.938223, -5.792519], [-2.010468, 1.386409, -4.358088], [-0.587967, 1.338786, -4.722967], [0.060236, -0.040582, -4.672141], [-0.160291, -0.845761, -3.395153], [0.115926, -2.030024, -3.374504], [-0.642221, -0.164552, -2.385153], [-7.463999, -3.178880, -2.897825], [-6.489692, -2.985381, -1.443179], [-6.066247, -4.223078, -2.628671], [-4.502366, -3.671353, -4.360040], [-3.120518, -1.996745, -5.570695], [-5.127094, 1.152163, -3.495900], [-6.472612, -0.523508, -2.248333], [-2.153335, 0.949303, -3.452536], [-0.086963, 2.016697, -4.032447], [-0.486473, 1.754310, -5.724020], [1.144438, 0.079864, -4.767974], [-0.261349, -0.657881, -5.508693], [-5.053694, -4.675651, 0.666072], [-3.787475, -3.508042, 0.354880], [-3.070706, -3.471267, -0.869493], [-2.023099, -2.618815, -1.043976], [-1.555028, -1.770298, -0.049115], [-2.283208, -1.788491, 1.129458], [-3.350282, -2.596514, 1.355521], [-4.281773, -5.639227, 1.958080], [-3.019963, -6.195536, 1.781304], [-2.442366, -6.879817, 2.836361], [-3.028146, -7.049921, 4.023136], [-4.240528, -6.526780, 4.174073], [-4.905584, -5.815043, 3.184427], [-3.341650, -4.133853, -1.681894], [-1.482290, -2.594574, -1.980006], [-1.957218, -1.112845, 1.906556], [-3.844738, -2.557571, 2.318276], [-2.497128, -6.081287, 0.840745], [-1.457658, -7.321079, 2.725307], [-4.704750, -6.671162, 5.144179], [-5.889160, -5.401170, 3.363832]],
  "forces_ev_per_a": [[-0.429, -0.344, -0.418], [0.007, 0.041, 0.050], [0.067, -0.051, 0.043], [0.089, -0.076, -0.012], [0.158, -0.058, 0.061], [0.088, 0.074, -0.062], [-0.088, 0.065, -0.079], [-0.102, -0.155, 0.198], [0.320, 0.060, -0.063], [-0.236, 0.048, 0.215], [-0.097, -0.023, 0.016], [0.034, 0.030, -0.033], [-0.243, -0.061, 0.074], [0.122, 0.057, -0.026], [0.121, 0.229, -0.335], [0.052, 0.012, 0.115], [-0.095, -0.092, 0.101], [-0.009, -0.010, 0.000], [-0.008, -0.098, 0.114], [0.026, 0.046, -0.015], [-0.012, 0.007, -0.015], [0.023, -0.020, 0.000], [-0.001, -0.012, -0.001], [-0.010, 0.014, 0.003], [-0.030, -0.003, -0.019], [-0.004, -0.001, -0.016], [-0.018, 0.012, 0.016], [-0.011, -0.009, 0.002], [-0.011, -0.007, -0.001], [0.020, -0.033, -0.036], [0.011, 0.001, -0.021], [-0.002, -0.005, 0.004], [-0.001, -0.002, -0.006], [-0.006, -0.003, -0.010], [-0.004, -0.009, -0.002], [-0.005, 0.017, -0.004], [0.013, -0.004, -0.002], [0.002, 0.009, -0.005], [-0.011, 0.005, 0.011], [0.022, 0.021, -0.029], [0.010, 0.002, 0.007], [-0.018, 0.002, 0.011], [-0.061, -0.177, -0.003], [-0.015, 0.063, -0.007], [-0.087, 0.110, -0.003], [0.120, 0.201, -0.196], [-0.003, -0.114, 0.232], [-0.013, 0.057, -0.013], [-0.033, -0.025, -0.013], [0.050, -0.003, -0.003], [-0.043, 0.039, -0.110], [0.173, 0.182, 0.008], [0.000, -0.005, 0.003], [0.004, -0.003, 0.000], [-0.001, -0.003, 0.003], [-0.001, -0.007, -0.003], [0.009, -0.006, 0.000], [0.007, -0.016, -0.008], [0.006, -0.004, -0.003], [0.009, -0.016, 0.004], [0.003, 0.000, 0.003], [0.001, 0.001, -0.001], [-0.006, 0.014, 0.001], [0.006, 0.000, 0.019], [-0.009, -0.002, 0.029], [0.023, -0.007, -0.008], [0.088, -0.008, 0.099], [-0.080, 0.039, -0.031], [-0.033, 0.002, -0.063], [0.011, -0.018, 0.009], [0.021, 0.106, 0.052], [-0.019, 0.022, -0.035], [0.013, 0.007, 0.039], [0.064, -0.214, -0.066], [-0.008, 0.033, 0.041], [-0.107, 0.016, 0.041], [-0.059, 0.082, -0.058], [0.040, 0.002, -0.017], [0.170, -0.065, 0.279], [0.001, -0.009, -0.003], [0.011, -0.020, 0.022], [0.007, -0.001, 0.016], [-0.002, 0.001, -0.004], [-0.017, -0.012, -0.017], [-0.010, -0.004, -0.015], [-0.007, 0.004, -0.008], [-0.033, 0.040, 0.000], [-0.016, 0.020, -0.016], [0.047, 0.009, 0.005], [0.007, -0.043, -0.054], [0.000, 0.000, -0.015], [0.018, 0.090, 0.136], [-0.098, -0.111, -0.126], [0.041, 0.014, 0.020], [0.012, 0.010, -0.028], [0.144, 0.009, 0.131], [-0.035, -0.012, 0.011], [0.018, 0.021, -0.022], [0.022, 0.024, -0.082], [0.036, 0.029, 0.040], [-0.025, 0.003, 0.002], [0.006, -0.014, 0.012], [-0.001, -0.008, -0.014], [-0.051, -0.077, -0.043], [-0.010, 0.007, -0.014], [-0.028, 0.010, 0.002], [-0.025, 0.012, -0.008], [-0.005, 0.002, -0.003], [0.015, 0.015, 0.007], [0.002, 0.006, -0.010], [-0.012, -0.001, -0.006], [0.014, 0.027, 0.030]]
}


{
  "formula": "C30H78N2O10",
  "method": "ωB97M-V with the def2-TZVPD basis set",
  "gap_ev": 9.4,
  "smiles": "COCCNCCOC.COCCNCCOC.CC(C)O.CC(C)O.CC(C)O.CC(C)O.CC(C)O.CC(C)O",
  "spin_multiplicity": 1,
  "e_lumo_ha": 0.024,
  "species": ["C", "O", "C", "C", "N", "C", "C", "O", "C", "H", "H", "H", "H", "H", "H", "H", "H", "H", "H", "H", "H", "H", "H", "H", "C", "O", "C", "C", "N", "C", "C", "O", "C", "H", "H", "H", "H", "H", "H", "H", "H", "H", "H", "H", "H", "H", "H", "H", "C", "C", "C", "O", "H", "H", "H", "H", "H", "H", "H", "H", "C", "C", "C", "O", "H", "H", "H", "H", "H", "H", "H", "H", "C", "C", "C", "O", "H", "H", "H", "H", "H", "H", "H", "H", "C", "C", "C", "O", "H", "H", "H", "H", "H", "H", "H", "H", "C", "C", "C", "O", "H", "H", "H", "H", "H", "H", "H", "H", "C", "C", "C", "O", "H", "H", "H", "H", "H", "H", "H", "H"],
  "positions_angstrom": [[2.078630, -0.108510, -4.651657], [2.039642, -1.210212, -3.801088], [1.115957, -2.200921, -4.205676], [0.969583, -3.154299, -3.011703], [2.166484, -3.957689, -2.768670], [1.989000, -4.920772, -1.715168], [3.288578, -5.704650, -1.513064], [3.049009, -6.747343, -0.606321], [4.173541, -7.574303, -0.458277], [1.282739, 0.631707, -4.446521], [1.814531, -0.324488, -5.696036], [2.989849, 0.481390, -4.597066], [1.632741, -2.705620, -5.034902], [0.104746, -1.853843, -4.443275], [0.190214, -3.895499, -3.185120], [0.751064, -2.440642, -2.204582], [2.951100, -3.335887, -2.609433], [1.148148, -5.588466, -1.903300], [1.836164, -4.462552, -0.721591], [4.048996, -4.971285, -1.210964], [3.632046, -6.059784, -2.494197], [4.397349, -8.194101, -1.338769], [4.004773, -8.249693, 0.377956], [5.094738, -6.996119, -0.312125], [-2.211192, -1.787718, 3.126816], [-1.844585, -1.429614, 1.831025], [-2.864600, -1.627697, 0.861423], [-2.268397, -1.078770, -0.438931], [-1.891250, 0.326084, -0.258459], [-1.310944, 0.831452, -1.505743], [-0.866719, 2.274008, -1.306553], [0.492370, 2.383875, -0.920571], [0.728738, 3.489952, -0.071596], [-3.082534, -1.253710, 3.531397], [-1.399432, -1.446876, 3.771113], [-2.413770, -2.824982, 3.415617], [-3.714474, -0.973457, 1.093388], [-3.198198, -2.664813, 0.831841], [-3.015735, -1.083216, -1.230613], [-1.369035, -1.686903, -0.606073], [-1.238306, 0.369876, 0.517291], [-2.017828, 0.802125, -2.334271], [-0.451190, 0.206184, -1.788673], [-1.546765, 2.776834, -0.616967], [-0.961467, 2.771263, -2.279845], [0.446270, 4.395225, -0.617884], [1.775724, 3.611578, 0.198900], [0.184650, 3.443579, 0.875661], [-5.161834, 3.130148, 0.475584], [-5.020596, 2.474327, -0.910141], [-5.373027, 0.996292, -0.923675], [-5.639188, 3.161336, -1.989768], [-5.028386, 2.492636, 1.349900], [-6.203262, 3.465522, 0.553177], [-4.407070, 3.908918, 0.571739], [-3.939583, 2.461601, -1.107195], [-6.456582, 0.896697, -0.793645], [-4.787355, 0.471077, -0.175006], [-5.163934, 0.619260, -1.927460], [-6.272809, 3.767490, -1.583787], [-3.579122, -5.686298, -3.688059], [-3.906822, -4.804549, -2.505589], [-4.488790, -5.602071, -1.304175], [-2.744988, -4.098251, -2.049565], [-3.104389, -5.074796, -4.459570], [-4.468844, -6.144084, -4.127227], [-2.905556, -6.528406, -3.502027], [-4.569703, -4.007114, -2.843499], [-4.379876, -4.947639, -0.442514], [-3.797770, -6.431704, -1.140937], [-5.494187, -5.937151, -1.541029], [-2.064232, -4.769311, -1.908992], [0.617262, -0.845179, 5.444173], [1.552472, -0.544804, 6.571344], [2.469366, 0.678259, 6.187056], [0.866704, -0.268827, 7.768060], [1.072552, -1.312786, 4.574720], [0.055535, 0.018139, 5.060570], [-0.251647, -1.425088, 5.780141], [2.224407, -1.403174, 6.692659], [2.661063, 1.340534, 7.029270], [2.009151, 1.217740, 5.361194], [3.430249, 0.312420, 5.818313], [1.457807, 0.102953, 8.422658], [1.235013, -1.240489, 1.295899], [2.455513, -0.350220, 1.125502], [3.244703, -0.717756, -0.138703], [2.159256, 1.047056, 1.117198], [1.647834, -2.244850, 1.174581], [0.522751, -1.003021, 0.500301], [0.658767, -1.121659, 2.209441], [3.131636, -0.448960, 1.978575], [3.848447, -1.615809, 0.036887], [3.958924, 0.015911, -0.504650], [2.536885, -0.974086, -0.933593], [1.598041, 1.258864, 0.353144], [2.903061, 5.183268, -3.062742], [3.893102, 6.287511, -3.414247], [3.487638, 7.219546, -4.538773], [4.126426, 7.009054, -2.201182], [3.270897, 4.654990, -2.186049], [2.766364, 4.439325, -3.851495], [1.900617, 5.591972, -2.921026], [4.856763, 5.818266, -3.646832], [3.416415, 6.710246, -5.501097], [4.276934, 7.973960, -4.607043], [2.560374, 7.773755, -4.389249], [4.976237, 7.453590, -2.222804], [0.879254, 5.393832, 4.174737], [-0.403945, 4.600355, 3.945350], [-0.401199, 3.232734, 4.585462], [-1.597262, 5.296709, 4.330348], [1.696475, 4.839536, 3.711197], [1.115830, 5.477302, 5.240421], [0.795691, 6.395459, 3.758175], [-0.454389, 4.541971, 2.852618], [-1.184945, 2.616323, 4.141459], [-0.487402, 3.308446, 5.673517], [0.497307, 2.628201, 4.433911], [-1.805985, 4.983852, 5.217320]],
  "forces_ev_per_a": [[-1.320, 1.386, -0.782], [-0.008, 0.508, 0.368], [0.830, -1.374, 0.390], [0.713, 0.226, -0.555], [-0.328, 0.522, -0.630], [0.999, 0.074, 1.191], [-0.682, 0.366, -1.182], [0.369, 0.155, -0.023], [0.591, -0.319, -0.129], [-0.020, -0.210, 0.605], [0.681, -0.562, -0.048], [0.377, -0.555, 0.136], [-0.776, -0.172, -0.227], [0.241, 0.444, -0.243], [-0.467, 0.426, 0.061], [-0.393, -0.499, 0.441], [0.050, -0.125, 0.194], [0.054, -0.024, -0.253], [-0.510, 0.116, -0.122], [0.164, -0.282, 0.547], [-0.068, -0.361, 0.057], [-0.424, 0.085, -0.138], [-0.003, 0.143, 0.086], [-0.136, 0.106, 0.359], [0.071, 0.827, 1.723], [-0.491, -0.808, -0.039], [0.100, 1.305, -0.304], [0.030, -0.072, 1.103], [-0.656, -0.456, -0.429], [0.715, 0.271, 1.193], [-0.064, 0.055, -1.268], [0.345, -0.582, 0.956], [-0.136, 0.929, -0.249], [-0.187, 0.272, -0.549], [0.122, -0.178, -0.056], [0.267, -0.386, -0.961], [-0.151, -0.205, 0.302], [0.146, -0.132, -0.247], [0.225, -0.564, -0.219], [-0.231, -0.174, -0.762], [0.149, 0.221, -0.170], [-0.328, -0.154, 0.215], [0.136, 0.176, -0.291], [0.097, -0.045, 0.231], [-0.037, 0.231, 0.055], [-0.107, 0.186, 0.219], [0.161, -0.520, -0.331], [-0.274, -0.194, -0.111], [-0.589, 0.029, -0.606], [1.820, -1.131, 0.632], [-0.853, 0.547, -0.571], [-0.307, 0.372, 0.793], [0.187, -0.504, -0.399], [0.194, 0.550, 0.192], [-0.478, 0.457, 0.036], [-0.058, 0.304, -0.223], [0.103, -0.293, 0.330], [-0.130, -0.122, 0.007], [0.139, -0.182, 0.113], [0.012, -0.032, -0.336], [0.041, -0.064, -0.801], [0.103, -0.383, 0.779], [1.021, 0.795, -1.118], [0.164, -0.256, -0.212], [-0.077, -0.048, -0.049], [-0.122, 0.181, 0.077], [0.080, 0.174, 0.495], [-0.218, -0.097, 0.155], [-0.638, -0.060, 0.163], [-0.293, -0.283, 0.048], [-0.092, -0.111, 0.415], [0.058, 0.194, 0.082], [-2.058, 0.134, -0.158], [1.918, 1.251, -0.370], [-0.188, -1.017, -0.344], [-1.053, -0.283, 0.003], [0.253, -0.163, 0.191], [0.634, 0.437, 0.137], [0.529, -0.632, 0.131], [-0.167, -0.122, 0.246], [-0.091, 0.024, 0.035], [0.013, 0.302, 0.180], [0.024, 0.071, 0.032], [0.253, 0.007, -0.050], [0.477, 0.314, -0.569], [0.716, 0.969, -0.016], [-0.219, -0.974, -0.023], [-0.398, 0.017, 0.095], [-0.652, -0.269, 0.118], [0.131, -0.322, -0.209], [0.396, -0.003, 0.254], [-0.107, -0.126, 0.117], [-0.178, -0.101, 0.062], [-0.269, 0.417, 0.255], [0.129, 0.180, -0.198], [0.047, -0.177, -0.002], [-0.169, 0.061, -0.450], [0.254, -0.447, 0.373], [0.396, 0.327, -0.168], [-0.500, 0.172, 0.353], [-0.248, 0.068, 0.155], [0.349, 0.131, -0.184], [0.092, 0.102, 0.442], [-0.141, -0.105, -0.436], [0.068, -0.103, 0.049], [-0.051, 0.016, -0.262], [-0.106, -0.267, 0.357], [0.034, 0.019, -0.214], [-0.210, -0.243, 0.707], [0.295, 0.422, -0.590], [0.296, -0.725, -0.268], [0.392, -0.107, 0.137], [0.074, 0.174, -0.119], [-0.056, 0.071, -0.004], [0.054, -0.027, -0.090], [-0.329, -0.383, 0.059], [-0.326, 0.121, 0.398], [-0.317, 0.023, -0.020], [0.235, 0.452, -0.249], [-0.131, 0.202, -0.007]]
}


Results for ΔE to the lowest compared entry with this formula, charge and spin: 12.5, 55.0 (in kcal/mol, following the order of the records).